Computed, not measured: a molecular structure, C12H22F6N2O3S2SbTi, with the ωB97M-V functional and the def2-TZVPD basis.

Geometry as XYZ:
```
49
Properties=species:S:1:pos:R:3:forces:R:3:lowdin_spin:R:1
Ti 0.945 1.821 0.564 -0.1 -0.1 -0.1 0.93
C 4.453 -0.751 -1.257 0.0 0.0 0.0 0.00
N 3.226 -1.379 -0.785 0.0 0.0 0.0 0.00
C 3.371 -2.734 -0.273 0.0 0.0 0.0 0.00
C 2.147 -0.642 -0.570 0.0 0.0 0.0 0.00
O 2.077 0.567 -0.863 0.0 0.0 0.0 0.01
C 0.905 -1.285 0.042 0.0 0.0 0.0 0.00
O -0.115 -0.298 0.039 0.0 0.1 0.0 0.01
C -0.834 -0.253 -1.180 0.0 0.0 0.0 0.01
C -1.184 1.189 -1.473 0.0 0.0 0.0 0.01
O -0.664 2.089 -0.797 0.0 0.1 0.0 0.01
N -2.030 1.440 -2.468 0.0 0.0 0.0 0.00
C -2.652 0.381 -3.249 0.0 0.0 0.0 0.01
C -2.472 2.802 -2.729 0.0 0.0 0.0 0.00
H 4.884 -1.364 -2.049 0.0 0.0 0.0 0.00
H 5.159 -0.670 -0.430 0.0 0.0 0.0 0.00
H 4.228 0.240 -1.636 0.0 0.0 0.0 0.00
H 3.901 -3.335 -1.011 0.0 0.0 0.0 0.00
H 2.406 -3.194 -0.085 0.0 0.0 0.0 0.00
H 3.938 -2.718 0.658 0.0 0.0 0.0 0.00
H 1.096 -1.567 1.075 0.0 0.0 0.0 0.00
H 0.581 -2.166 -0.516 0.0 0.0 0.0 0.00
H -1.737 -0.864 -1.091 0.0 0.0 0.0 0.01
H -0.224 -0.634 -2.006 0.0 0.0 0.0 0.00
H -1.950 -0.425 -3.452 0.0 0.0 0.0 0.00
H -2.957 0.801 -4.206 0.0 0.0 0.0 0.00
H -3.530 -0.022 -2.742 0.0 0.0 0.0 0.01
H -1.971 3.479 -2.046 0.0 0.0 0.0 0.00
H -3.552 2.869 -2.582 0.0 0.0 0.0 0.00
H -2.233 3.078 -3.756 0.0 0.0 0.0 0.00
C -1.635 -0.579 2.981 0.0 0.0 0.0 0.03
C -2.559 -0.832 1.839 0.0 0.0 0.0 0.23
S -2.744 -2.342 1.113 0.0 0.0 0.0 0.71
C -3.372 0.155 1.266 0.0 0.0 0.0 0.23
C -3.415 1.569 1.734 0.0 0.0 0.0 0.03
S -4.334 -0.432 0.008 0.0 0.0 0.0 0.68
H -1.096 -1.482 3.259 0.0 0.0 0.0 0.01
H -2.201 -0.225 3.847 0.0 0.0 0.0 0.01
H -0.921 0.207 2.720 0.0 0.0 0.0 0.01
H -3.749 1.607 2.775 0.0 0.0 0.0 0.01
H -4.101 2.158 1.130 0.0 0.0 0.0 0.01
H -2.413 2.009 1.701 0.0 0.0 0.0 0.01
F 1.815 0.614 1.875 0.1 0.0 0.1 0.02
Sb 3.196 -0.365 3.425 0.0 0.0 0.0 0.00
F -0.310 2.232 1.895 0.0 -0.1 0.0 0.03
F 1.944 3.263 0.228 0.0 0.0 0.0 -0.01
F 4.377 -1.637 4.276 0.0 0.0 0.0 0.00
F 4.254 -0.538 1.841 0.0 0.0 0.0 0.00
F 2.053 -1.835 2.957 0.0 0.0 0.0 0.00
```
Positions in Å, forces in eV/Å.

Computed properties:
Spin multiplicity: 4
Relative energy (zero: lowest compared OMol25 entry of this formula, charge and spin) in kcal per mole: 0.0
E_tot in eV: -89559.7612
Maximum force in hartree/bohr: 0.003
LUMO energy (alpha / beta) in Eh: 0.0060 / -0.0642
Frontier orbital gap (alpha / beta) in eV: 7.608 / 7.544

=====

Computed, not measured: C4H9NO2 in the gas phase at a distorted geometry, with the ωB97M-V functional and the def2-TZVPD basis.

Geometry as XYZ:
```
16
Properties=species:S:1:pos:R:3:forces:R:3:mulliken_charge:R:1
C -1.316 0.715 -0.985 0.4 0.7 -0.2 -0.86
N -0.380 1.083 0.089 -0.5 -0.7 -0.6 -0.37
C 0.660 0.061 0.275 -0.9 1.4 0.2 0.33
C 0.116 -1.151 1.047 1.7 1.6 1.2 -0.72
O -0.421 -0.705 2.275 -0.4 -0.5 0.2 -0.52
C 1.470 -0.314 -0.926 0.6 -0.3 -0.5 -0.19
O 1.674 0.401 -1.870 -0.2 0.3 -0.2 -0.48
H -0.799 0.500 -1.924 0.0 -0.4 0.0 0.31
H -1.946 1.564 -1.252 -0.3 -0.1 0.4 0.37
H -1.916 -0.129 -0.660 -0.2 -0.1 -0.1 0.25
H -0.003 2.010 -0.066 0.2 -0.3 -0.1 0.25
H 1.375 0.631 0.889 0.2 -0.7 0.4 0.24
H -0.536 -1.799 0.474 -0.1 -0.2 -0.1 0.33
H 1.045 -1.603 1.405 -0.3 -1.0 -0.5 0.37
H -1.026 0.023 2.127 -0.1 0.3 -0.3 0.33
H 2.003 -1.285 -0.898 -0.2 -0.2 0.2 0.35
```
Positions in Å, forces in eV/Å.

Computed properties:
Relative energy (zero: lowest compared OMol25 entry of this formula, charge and spin) in kcal per mole: 51.7
E_tot in eV: -9877.8168
Maximum force in hartree/bohr: 0.051
LUMO energy in Eh: 0.0291
SMILES: CN[C@H](C=O)CO
Frontier orbital gap in eV: 10.075

=====

Computed, not measured: 2 unconnected molecules or ions with the total composition C6H15NO at a distorted geometry, with the ωB97M-V functional and the def2-TZVPD basis.

Geometry as XYZ:
```
23
Properties=species:S:1:pos:R:3:forces:R:3:mulliken_charge:R:1
C -0.082 -2.191 0.496 1.6 -1.9 0.4 -1.43
C -0.827 -0.991 0.105 0.0 2.8 -1.8 0.58
C 0.102 0.199 -0.440 1.4 -1.7 -0.2 -0.69
C -0.265 1.513 0.067 -0.3 1.8 1.8 0.52
C 0.133 2.014 1.252 -0.3 0.1 1.6 -0.71
C -1.136 2.324 -0.803 1.7 4.5 -1.3 -1.46
N -1.816 -1.335 -1.056 4.4 2.3 -0.7 -0.67
H -0.816 -3.015 0.615 0.8 0.1 -0.2 0.33
H 0.719 -2.385 -0.250 -1.0 -0.4 -0.3 0.33
H 0.590 -2.222 1.373 -0.8 0.8 0.3 0.32
H -1.373 -0.476 0.956 0.0 -1.1 -1.0 0.35
H 1.235 0.059 -0.263 -1.8 -0.2 -0.3 0.25
H -0.113 0.270 -1.511 0.5 -0.5 0.0 0.41
H 0.668 1.335 1.991 -0.3 1.1 -1.1 0.20
H -0.194 3.047 1.688 0.6 -2.1 -1.1 0.23
H -0.477 2.882 -1.649 -1.2 -1.6 1.5 0.25
H -1.519 3.258 -0.282 0.2 -1.3 -0.3 0.33
H -1.928 1.857 -1.319 -0.8 -0.9 -0.4 0.39
H -2.505 -1.638 -0.524 -4.8 -2.1 2.3 0.23
H -1.538 -2.099 -1.688 0.4 0.5 0.8 0.24
H 4.013 -1.337 -0.022 0.7 -1.6 -0.7 0.30
H 3.440 -0.583 1.091 -0.2 0.3 0.3 0.31
O 3.690 -0.486 0.171 -0.6 1.3 0.5 -0.62
```
Positions in Å, forces in eV/Å.

Computed properties:
Relative energy (zero: lowest compared OMol25 entry of this formula, charge and spin) in kcal per mole: 72.1
E_tot in eV: -10000.6309
Maximum force in hartree/bohr: 0.110
LUMO energy in Eh: 0.0246
SMILES: C=C(C)C[C@H](C)N.O
Frontier orbital gap in eV: 9.441

=====

Computed, not measured: a molecular structure, C4H2GaO at a distorted geometry, with the ωB97M-V functional and the def2-TZVPD basis.

Geometry as XYZ:
```
8
Properties=species:S:1:pos:R:3:forces:R:3:mulliken_charge:R:1
C -1.575 0.648 1.017 0.9 -0.3 -2.5 -0.25
C -2.080 0.253 -0.088 0.7 0.0 1.4 0.02
H -2.795 -0.201 -0.764 0.4 0.2 -0.1 0.38
O 0.497 -1.514 0.102 1.3 3.8 -0.3 -0.37
C 0.650 -0.284 -0.024 -5.1 -6.1 0.5 0.86
C -0.424 0.672 -0.079 -1.6 1.3 1.0 -0.51
H -0.151 1.652 -0.497 -0.2 -0.3 0.1 0.35
Ga 2.375 0.498 -0.095 3.6 1.3 -0.1 0.52
```
Positions in Å, forces in eV/Å.

Computed properties:
Relative energy (zero: lowest compared OMol25 entry of this formula, charge and spin) in kcal per mole: 28.7
E_tot in eV: -58588.8737
Net charge: +1
Maximum force in hartree/bohr: 0.155
LUMO energy (alpha / beta) in Eh: -0.2796 / -0.2658
Frontier orbital gap (alpha / beta) in eV: 6.953 / 7.086

=====

Computed, not measured: C5H11N in the gas phase at a distorted geometry, with the ωB97M-V functional and the def2-TZVPD basis.

Geometry as XYZ:
```
17
Properties=species:S:1:pos:R:3:forces:R:3:mulliken_charge:R:1
C 0.359 -1.352 -0.543 0.9 -0.5 -1.6 -0.66
C -1.050 -0.720 -0.735 0.8 -0.4 3.0 -0.68
C -1.381 0.331 0.388 1.3 -0.1 -1.0 -0.65
C 0.933 0.698 0.793 1.1 -1.2 0.0 -0.54
C 1.419 -0.209 -0.360 -0.7 0.0 -0.6 -0.61
H 0.490 -2.126 0.268 -0.6 1.0 -0.5 0.31
H 0.597 -1.965 -1.503 -0.3 1.1 1.4 0.27
H -1.780 -1.485 -0.813 -0.9 -0.9 0.4 0.39
H -1.123 -0.227 -1.647 0.3 1.2 -1.7 0.35
H -1.457 -0.071 1.414 -0.1 -0.4 -0.4 0.35
H -2.307 0.842 0.150 -0.1 0.1 -0.1 0.38
H -0.551 2.068 1.027 0.6 -0.5 -0.6 0.23
H 0.696 -0.013 1.630 0.6 0.6 0.1 0.29
H 1.667 1.471 1.071 -0.1 -0.5 0.0 0.40
H 2.384 -0.650 -0.129 0.2 0.0 -0.1 0.34
H 1.485 0.403 -1.316 0.0 -0.7 1.2 0.30
N -0.254 1.323 0.371 -3.0 1.1 0.4 -0.48
```
Positions in Å, forces in eV/Å.

Computed properties:
Relative energy (zero: lowest compared OMol25 entry of this formula, charge and spin) in kcal per mole: 12.3
E_tot in eV: -6852.9931
Maximum force in hartree/bohr: 0.063
LUMO energy in Eh: 0.0435
SMILES: C1CCNCC1
Frontier orbital gap in eV: 10.021

=====

Computed, not measured: 2 unconnected molecules or ions with the total composition C2H9BN2O2 at a distorted geometry, with the ωB97M-V functional and the def2-TZVPD basis.

Geometry as XYZ:
```
16
Properties=species:S:1:pos:R:3:forces:R:3:mulliken_charge:R:1
B 2.300 0.280 -0.126 1.1 2.4 -1.0 0.60
C -1.931 -0.742 -0.252 -1.8 -2.4 0.3 -0.92
C -0.506 0.119 1.430 1.5 3.2 -0.2 -0.26
N -0.708 1.202 -0.588 -1.4 0.9 -2.8 -0.94
N -0.986 0.245 0.240 -1.0 0.0 -0.8 0.53
O 1.897 1.543 -0.482 -0.7 0.2 0.3 -0.56
O 3.639 -0.062 -0.046 -0.8 0.3 0.0 -0.55
H -2.099 -1.422 0.611 0.2 -0.1 -0.9 0.28
H -2.987 -0.381 -0.441 1.5 0.5 0.1 0.33
H -1.607 -1.329 -1.181 0.0 1.1 1.5 0.31
H -0.833 -0.617 2.033 -1.0 -2.5 1.6 0.18
H 0.117 0.922 1.892 -0.5 -0.8 -1.0 0.29
H 1.485 -0.454 0.031 -1.4 -2.2 0.5 -0.21
H -1.353 1.083 -1.477 1.9 0.3 2.4 0.20
H 0.846 1.695 -0.536 2.1 -0.9 0.1 0.40
H 4.137 0.725 -0.291 0.3 0.0 0.0 0.30
```
Positions in Å, forces in eV/Å.

Computed properties:
Relative energy (zero: lowest compared OMol25 entry of this formula, charge and spin) in kcal per mole: 27.0
E_tot in eV: -9970.9590
Maximum force in hartree/bohr: 0.069
LUMO energy (alpha / beta) in Eh: 0.0211 / 0.0211
Frontier orbital gap (alpha / beta) in eV: 9.029 / 9.028

=====

Computed, not measured: 2 unconnected molecules or ions with the total composition C4H10NO2S at a distorted geometry, with the ωB97M-V functional and the def2-TZVPD basis.

Geometry as XYZ:
```
18
Properties=species:S:1:pos:R:3:forces:R:3:mulliken_charge:R:1
C 2.953 0.699 0.233 2.5 -2.0 -0.3 -0.32
C 4.255 1.028 0.281 -1.7 -2.2 -0.5 -0.60
C -1.717 0.283 -0.952 0.5 -2.1 -1.2 -1.11
C -1.313 -0.655 0.293 -0.9 0.9 -5.1 0.05
N -2.195 -1.823 0.432 1.1 -0.2 -1.0 -0.72
O 1.633 -1.591 0.824 1.1 1.0 -0.6 -0.69
O 1.648 -0.769 -1.508 0.4 0.3 0.4 -0.65
S 2.505 -1.020 -0.294 -0.7 -0.9 0.2 0.38
H 2.163 1.232 0.613 -1.8 1.8 0.5 0.42
H 5.011 0.269 0.110 -0.1 -0.2 -0.4 0.17
H -2.057 -2.047 1.382 -0.3 -0.5 1.5 0.27
H 4.637 1.951 0.515 0.6 2.2 0.8 0.30
H -1.364 1.308 -0.887 0.3 0.0 0.4 0.31
H -1.238 -0.150 -1.906 -0.8 0.6 1.3 0.20
H -2.804 0.331 -1.073 0.0 -0.2 0.0 0.40
H -0.254 -0.689 0.159 0.6 -1.2 0.6 -0.04
H -1.575 -0.012 1.002 -0.7 2.3 3.9 0.35
H -1.750 -2.634 -0.001 -0.1 0.3 -0.4 0.27
```
Positions in Å, forces in eV/Å.

Computed properties:
Relative energy (zero: lowest compared OMol25 entry of this formula, charge and spin) in kcal per mole: 79.4
E_tot in eV: -20729.4937
Net charge: -1
Maximum force in hartree/bohr: 0.102
LUMO energy in Eh: 0.1466
Frontier orbital gap in eV: 7.412